The following is a DFT calculation (ωB97M-V/def2-TZVPD) of a molecular structure, C53H70CsGeN6O2P3.

Each line ends with the Löwdin spin population.
Atoms and positions in Å:
Cs (0.31032, 0.89866, -1.51682)  0.06
Ge (-0.17498, -0.66749, 1.57002)  0.41
P (3.22572, 0.00184, 0.26077)  0.01
P (-0.83199, 2.70678, 1.31733)  0.04
P (-2.79285, -0.94426, -0.99298)  0.01
O (0.30329, 3.01658, -3.01408)  0.01
O (0.91844, -1.53150, -2.13562)  0.00
N (0.77629, 0.63743, -4.22717)  0.00
N (-1.47941, -1.98785, 1.23053)  0.10
N (-0.71219, 0.49905, 2.97818)  0.10
N (0.76775, 1.81898, -4.96397)  0.00
N (1.49945, -1.46585, 1.98023)  0.10
N (-0.47692, -2.03634, 3.66717)  0.01
C (-0.69767, -3.30351, 3.05707)  0.01
C (-2.80367, -1.71593, 0.69138)  0.00
C (-4.63088, -0.75726, -1.29947)  0.00
C (1.36074, -2.70202, -5.55121)  0.00
C (1.06851, -2.28586, -3.15944)  0.00
C (4.57006, -2.08106, -1.22755)  0.00
C (1.41179, -4.07229, -5.36245)  0.00
C (-2.70330, 0.78356, 4.41538)  0.01
C (-1.66565, 0.03099, 3.86008)  0.01
C (1.09630, -0.38423, -4.92555)  0.00
C (0.52101, 2.90096, -4.25423)  0.00
C (2.34288, -1.84437, 6.08360)  0.01
C (0.72544, 4.16601, -6.45913)  0.00
C (-3.17954, 3.61421, 0.23229)  0.00
C (-0.36227, -4.50793, 3.64806)  0.00
C (-1.59053, -1.33472, 4.20635)  0.01
C (3.14921, -1.66611, 3.81290)  0.01
C (-0.61109, -5.69614, 2.97263)  0.01
C (-0.34879, 1.90675, 2.92633)  0.00
C (1.26637, 4.23577, 0.37489)  0.00
C (-5.04392, 0.69274, -1.05198)  0.00
C (-1.23990, -3.24792, 1.76771)  0.01
C (-3.18573, -3.58851, -2.09556)  0.00
C (-2.92765, 4.21211, 2.65113)  0.00
C (0.58002, 4.81326, 2.72829)  0.00
C (0.49441, 6.56287, -6.52622)  0.00
C (1.04107, -1.89965, 5.59755)  0.00
C (3.38546, -1.76783, 5.17784)  0.00
C (1.28717, -4.56402, -4.06416)  0.00
C (-3.59026, -1.17029, 5.52514)  0.01
C (0.09233, 4.33128, 1.36200)  0.00
C (5.71996, -0.40136, 1.69161)  0.00
C (-1.48454, -4.44655, 1.10167)  0.01
C (-3.64361, 0.18369, 5.24347)  0.00
C (-5.56998, -1.69866, -0.54380)  0.00
C (1.84687, -1.63251, 3.30919)  0.01
C (-1.18161, -5.65745, 1.70866)  0.00
C (0.29324, 5.38377, -4.43979)  0.00
C (0.71489, 5.35374, -7.17458)  0.00
C (1.12567, -3.70162, -3.00166)  0.00
C (-2.29447, -2.34790, -2.09160)  0.00
C (4.49853, 0.50602, 1.53042)  0.00
C (0.51400, 4.16891, -5.08105)  0.00
C (0.28356, 6.57375, -5.15492)  0.00
C (4.95937, 1.93083, 1.21493)  0.00
C (1.18066, -1.78808, -4.50673)  0.00
C (2.49716, -1.59640, 0.91519)  0.01
C (-2.61473, 3.16988, 1.58111)  0.00
C (-2.12239, -1.82022, -3.51667)  0.00
C (4.33338, -0.57365, -1.13848)  0.00
C (-2.54986, -1.93061, 5.00037)  0.00
C (3.84417, -0.05458, -2.49156)  0.00
C (0.80687, -1.83603, 4.23947)  0.01
H (-5.55487, -1.49229, 0.52853)  0.00
H (6.27012, -0.14597, 2.60201)  0.00
H (5.44921, 1.97821, 0.23831)  0.00
H (0.13179, 5.36285, -3.36991)  0.00
H (0.89775, 3.21652, -6.94591)  0.00
H (-4.47302, 1.37929, -1.67673)  0.00
H (-4.13747, -3.37985, -2.59148)  0.00
H (-1.36736, -6.57992, 1.17246)  0.00
H (0.19750, -2.01759, 6.26807)  0.00
H (-3.08735, -1.52731, -3.94422)  0.00
H (1.45085, -2.30245, -6.55693)  0.00
H (4.12136, 2.62872, 1.19533)  0.00
H (2.53589, -1.89572, 7.14705)  0.00
H (1.31374, -0.21266, -5.98666)  0.00
H (-0.61436, 5.06904, 0.96452)  0.00
H (-2.71529, 4.54865, -0.09461)  0.00
H (1.34415, 4.14637, 3.13470)  0.00
H (-3.36312, -2.65417, 0.68529)  0.00
H (1.54608, -4.74150, -6.20272)  0.00
H (0.09407, -4.50632, 4.63104)  0.00
H (2.93359, -0.56932, -2.79522)  0.00
H (-1.45270, -0.95801, -3.56024)  0.00
H (-1.29551, -2.60777, -1.72063)  0.00
H (-3.40825, -3.96746, -1.09577)  0.00
H (4.60494, -0.24485, -3.25395)  0.00
H (4.97129, -2.50766, -0.30678)  0.00
H (-0.75020, 2.42512, 3.80012)  0.00
H (1.99910, -2.01886, 0.03503)  0.00
H (1.85071, 5.15910, 0.37587)  0.00
H (6.40713, -0.27320, 0.85307)  0.00
H (-3.08638, 2.21800, 1.85511)  0.00
H (5.67976, 2.27706, 1.96125)  0.00
H (1.93754, 3.41545, 0.64982)  0.00
H (0.11139, 7.51276, -4.64135)  0.00
H (0.92002, 4.05439, -0.64451)  0.00
H (-2.79921, 1.83258, 4.17697)  0.00
H (-1.87170, -4.42511, 0.09029)  0.00
H (1.32253, -5.63411, -3.88494)  0.00
H (-4.34217, -1.63141, 6.15171)  0.00
H (0.74353, 1.99170, 2.99254)  0.00
H (3.25678, -2.31680, 1.22938)  0.00
H (1.03259, -4.07815, -1.98724)  0.00
H (-2.69627, -4.39143, -2.65308)  0.00
H (-0.22019, 4.89015, 3.45940)  0.00
H (-4.00870, 4.30911, 2.78758)  0.00
H (-4.25719, 3.78569, 0.29719)  0.00
H (-4.44370, 0.78811, 5.65401)  0.00
H (0.48788, 7.48963, -7.08807)  0.00
H (-4.73721, -0.95588, -2.37191)  0.00
H (1.03807, 5.80163, 2.62969)  0.00
H (3.64364, -2.60085, -1.48119)  0.00
H (-2.49371, 3.97041, 3.62215)  0.00
H (-6.10770, 0.83553, -1.26310)  0.00
H (3.64010, 1.01830, -2.47421)  0.00
H (-2.54850, 5.19118, 2.35254)  0.00
H (3.98385, -1.60009, 3.13963)  0.00
H (5.47037, -1.46189, 1.73763)  0.00
H (-2.99233, 2.86838, -0.53933)  0.00
H (-6.59780, -1.54980, -0.88659)  0.00
H (4.40945, -1.77247, 5.53255)  0.00
H (-0.35429, -6.64396, 3.42764)  0.00
H (-2.47147, -2.99101, 5.21018)  0.00
H (5.29212, -0.08614, -0.92853)  0.00
H (-4.87270, 0.97312, -0.00846)  0.00
H (-3.35970, -1.03054, 1.34950)  0.00
H (0.88087, 5.33837, -8.24567)  0.00
H (-1.69468, -2.59717, -4.15441)  0.00
H (-5.32192, -2.74899, -0.68800)  0.00
H (3.94047, 0.53982, 2.47010)  0.00
H (5.28479, -2.28841, -2.02843)  0.00

For the energy above the lowest of the compared OMol25 structures with the same formula, charge and spin, the calculation gives 0.300 eV. Its charge is -1. The value obtained for the total energy is -154065.658 eV. The multiplicity is 2. The max |F| is 0.0237 hartree/bohr. As for the HOMO energy (spin up / spin down): -3.86 / -3.86 eV. The LUMO energy (spin up / spin down) comes out at 0.0696 / 0.0414 Eh.